## P
Molecular formula: C6H7ClO
Method: DFT, wB97M-V/def2-TZVPD

Values from the calculation:
HOMO level   -8.3501 eV

```
15
C6H7ClO, DFT wB97M-V/def2-TZVPD
C 0.9842 -1.7565 0.6588
C 0.0195 -0.5533 0.5452
Cl -1.2597 -0.4548 1.5704
C 0.5997 0.7243 -0.0536
C -0.3631 1.8753 -0.0096
C -1.4234 1.5165 -0.7084
O -1.2683 0.3522 -1.3672
C -0.0535 -0.2551 -0.9090
H 1.5827 -1.7139 1.5849
H 0.2683 -2.6115 0.7464
H 1.5253 -1.8857 -0.2642
H 1.7143 0.8876 0.0524
H -0.1821 2.7268 0.4819
H -2.3401 2.0749 -0.6734
H 0.1961 -0.9269 -1.6546
```

***

## Q
Molecular formula: C6H7ClO
Method: DFT, wB97M-V/def2-TZVPD

Values from the calculation:
HOMO level   -8.3742 eV

```
15
C6H7ClO, DFT wB97M-V/def2-TZVPD
Cl 3.4523 0.1557 -0.0420
C 2.0746 -0.9080 0.2193
C 0.8280 -0.4425 0.1704
O -0.2565 -1.1553 0.5609
C -1.3453 -0.9225 -0.3203
C -1.0566 0.4986 -0.4049
C -0.5038 1.3239 0.7389
C 0.3856 0.6788 -0.3853
H 2.2592 -2.0608 0.3154
H -2.4270 -1.0727 0.2123
H -1.1290 -1.5679 -1.2602
H -1.8766 0.9503 -1.0076
H -0.5980 1.0519 1.7893
H -0.9462 2.2759 0.4986
H 1.1394 1.1949 -1.0848
```

***

Which one sits at the top of the stability order? P does.

***

## P
Molecular formula: C3H9OS
Method: DFT, wB97M-V/def2-TZVPD

Values from the calculation:
Net charge   -1
HOMO level   -2.4311 eV

```
14
C3H9OS, DFT wB97M-V/def2-TZVPD
C -1.8208 -0.0758 -1.1788
S -0.5563 0.4066 -2.3944
H -1.4973 -0.1372 -0.1256
H -2.6210 0.6691 -1.1217
H -2.2573 -1.0603 -1.3137
C 1.2719 0.5931 0.5992
O 0.3280 1.3754 1.3020
C 1.0506 -0.9580 0.6863
H 1.1803 0.8710 -0.4554
H 2.2170 0.7187 1.1301
H -0.3711 1.5852 0.7159
H 0.0175 -1.1389 0.9703
H 1.2838 -1.5035 -0.2252
H 1.7746 -1.3453 1.4111
```

***

## Q
Molecular formula: C3H9OS
Method: DFT, wB97M-V/def2-TZVPD

Values from the calculation:
Net charge   -1
HOMO level   -1.2710 eV

```
14
C3H9OS, DFT wB97M-V/def2-TZVPD
C -0.2978 2.4969 1.8688
O -1.1206 3.6672 1.9307
H -0.8540 1.6291 2.1976
H -0.0193 2.2992 0.8369
H 0.6801 2.6616 2.3309
C -0.1754 -1.7704 -2.5795
S -0.5444 -2.7571 -1.0156
C 0.7280 -2.6524 0.0709
H -1.0167 -1.1545 -2.9395
H 0.1143 -2.4827 -3.3550
H 0.6311 -1.0641 -2.3915
H 1.4940 -3.4324 -0.0369
H -0.6592 4.3574 2.4132
H 1.0399 -1.7978 0.6691
```

***

## R
Molecular formula: C3H9OS
Method: DFT, wB97M-V/def2-TZVPD

Values from the calculation:
Net charge   -1
HOMO level   -2.5778 eV

```
14
C3H9OS, DFT wB97M-V/def2-TZVPD
C -2.7406 0.1430 -0.8467
O -1.3792 0.2384 -1.0646
H -3.0181 -0.9292 -0.8201
H -3.0929 0.5469 0.1131
H -3.2904 0.6062 -1.6718
C 1.9607 -0.8205 0.1571
C 1.7231 0.3344 1.1186
S 0.8846 1.7828 0.3691
H 2.7877 -0.5041 -0.4902
H 1.1147 -0.9794 -0.5155
H 2.1392 -1.7770 0.6612
H 1.0187 0.0020 1.8753
H 2.6767 0.6344 1.5576
H -0.7843 0.7221 -0.4432
```

***

Which one sits at the top of the stability order? R does.

***

## P
Molecular formula: C3H9OS
Method: DFT, wB97M-V/def2-TZVPD

Values from the calculation:
Net charge   -1
HOMO level   -2.6999 eV

```
14
C3H9OS, DFT wB97M-V/def2-TZVPD
C -0.2768 -0.3798 -2.0614
C 0.5998 0.5997 -1.2047
C 0.3448 0.3695 0.3443
S 0.3104 -1.4876 0.6776
H -1.3001 -0.2715 -1.6513
H -0.1386 -0.0982 -3.1027
H -0.0335 -1.4001 -1.8967
H 0.2845 1.6842 -1.2616
H 1.5628 0.4543 -1.3627
H 1.2687 0.8192 1.0431
H -0.5555 0.8042 0.7364
H -1.3705 0.0472 3.4149
H -0.2222 -0.8696 2.7225
O -0.4740 -0.2715 3.6022
```

***

## Q
Molecular formula: C3H9OS
Method: DFT, wB97M-V/def2-TZVPD

Values from the calculation:
Net charge   -1
HOMO level   -2.5230 eV

```
14
C3H9OS, DFT wB97M-V/def2-TZVPD
C 0.8268 -1.6213 2.6333
S 0.7087 -0.6604 1.0806
H 0.0028 -1.3849 3.2941
H 1.7610 -1.4153 3.1485
H 0.7809 -2.6805 2.3744
C -0.2651 1.2166 -1.7998
O -0.4489 -0.1574 -1.7146
C -1.4926 2.0197 -1.3479
H -0.0106 1.5325 -2.8110
H 0.5834 1.5442 -1.2062
H 0.0068 -0.5032 -0.9151
H -1.9432 2.6857 -2.0991
H -1.3136 2.7053 -0.5174
H -2.2881 1.3432 -1.0542
```

***

## R
Molecular formula: C3H9OS
Method: DFT, wB97M-V/def2-TZVPD

Values from the calculation:
Net charge   -1
HOMO level   -2.2977 eV

```
14
C3H9OS, DFT wB97M-V/def2-TZVPD
C 0.6617 -1.0862 2.7262
S 0.4862 -2.0398 1.1610
H 1.6224 -0.4766 2.7781
H -0.1128 -0.2512 2.8503
H 0.6554 -1.6073 3.6782
C -0.4372 0.0572 -1.8738
O -1.7669 0.3685 -2.3392
C 0.2069 1.1205 -0.9532
H -0.2834 -0.8868 -1.4102
H 0.0374 0.1656 -2.8402
H -2.3815 0.3571 -1.6017
H -0.1234 1.0816 0.0346
H 1.2797 1.0174 -1.0036
H 0.1557 2.1801 -1.2065
```

***

Which one sits at the top of the stability order? Q does.

***

## P
Molecular formula: C4H12N2O
Method: DFT, wB97M-V/def2-TZVPD

Values from the calculation:
HOMO level   -8.5178 eV

```
19
C4H12N2O, DFT wB97M-V/def2-TZVPD
N 1.9287 2.7324 0.6528
C 1.2995 1.4500 0.7457
C 0.0755 1.1785 -0.2011
C -0.7566 -0.0664 0.1377
N -0.8947 -1.0169 -0.8999
C -1.3441 -2.3330 -0.5239
O -0.2483 -3.1791 -0.1073
H 1.7795 3.4644 1.3182
H 1.9968 3.0423 -0.3129
H 0.9895 1.1466 1.7578
H 1.8840 0.5738 0.4426
H 0.3637 1.2984 -1.2685
H -0.5484 2.0785 -0.0287
H -0.4988 -0.4261 1.1723
H -1.7678 0.3432 0.3532
H -0.1814 -1.1314 -1.6071
H -2.0231 -2.3087 0.3195
H -1.7431 -2.7972 -1.4421
H -0.3109 -4.0493 -0.5083
```

***

## Q
Molecular formula: C4H12N2O
Method: DFT, wB97M-V/def2-TZVPD

Values from the calculation:
HOMO level (alpha / beta)   -6.3570 / -7.8796 eV

```
19
C4H12N2O, DFT wB97M-V/def2-TZVPD
C -0.0247 0.0346 -1.5980
C -0.7171 1.4680 0.8981
C 1.7650 1.2709 -0.6687
N 0.3460 0.9946 -0.8434
H 1.9435 2.3389 -0.8070
H 2.0524 0.9822 0.3407
H 0.6869 -0.5670 -2.1686
H -1.0839 -0.1661 -1.7285
H 0.6116 -1.6562 -0.2042
H -1.2246 2.1638 0.2456
H -1.3688 0.8112 1.4499
H 0.0765 1.8942 1.4928
H 2.3788 0.7112 -1.3835
C -1.2379 -1.9811 0.7180
N 0.1576 -1.5710 0.7129
O 0.4263 -0.4492 1.3504
H -1.3394 -2.9214 0.1721
H -1.9012 -1.2288 0.2676
H -1.5469 -2.1289 1.7539
```

***

## R
Molecular formula: C4H12N2O
Method: DFT, wB97M-V/def2-TZVPD

Values from the calculation:
HOMO level   -7.9262 eV

```
19
C4H12N2O, DFT wB97M-V/def2-TZVPD
C 0.5470 1.8971 0.3193
C 0.3012 0.7660 -0.3793
C 1.1480 0.3933 -1.5703
O -0.9845 0.2424 -0.5776
C -1.9879 0.6404 0.3316
H 1.4092 2.4993 0.0899
H -0.0447 2.2177 1.1582
H 1.2699 -0.6837 -1.5978
H 0.6659 0.6976 -2.4952
H 2.1268 0.8464 -1.5067
H -1.7344 0.3476 1.3565
H -2.8969 0.1204 0.0314
H -2.1468 1.7227 0.2903
N 0.6404 -1.6488 1.4094
N -0.1299 -2.4521 0.5559
H 1.3905 -2.2298 1.7880
H 0.8857 -0.6450 0.8639
H 0.3975 -2.8707 -0.2145
H -0.8570 -1.8607 0.1471
```

***

## S
Molecular formula: C4H12N2O
Method: DFT, wB97M-V/def2-TZVPD

Values from the calculation:
HOMO level   -9.0120 eV

```
19
C4H12N2O, DFT wB97M-V/def2-TZVPD
N 0.6574 1.2725 -2.4123
C -0.2160 0.0865 -2.1402
C -0.1884 -0.3845 -0.6638
C -0.7915 0.5911 0.3103
N -0.5987 0.2406 1.7410
C 0.1761 -0.9245 2.1168
O 1.5468 -0.7989 1.8835
H 1.6053 0.9067 -2.5056
H 0.8072 1.6810 -1.4898
H 0.1085 -0.7085 -2.8082
H -1.2591 0.3043 -2.3804
H 0.8690 -0.5232 -0.4297
H -0.6629 -1.3622 -0.5610
H -0.3553 1.5764 0.1187
H -1.8653 0.7666 0.2004
H -1.4875 0.1527 2.1989
H 0.0407 -1.1627 3.1757
H -0.1970 -1.8196 1.6032
H 1.8107 0.1059 2.0425
```

***

Which one sits at the top of the stability order? S does.